Entry 1:
# C58H50F3N4O4Sr

C58H50F3N4O4Sr as an isolated structure (wB97M-V/def2-TZVPD, the OMol25 dataset).

```
120
Properties=species:S:1:pos:R:3:mulliken_charge:R:1
Sr -0.53238 1.32828 0.70446 0.19
C -3.56637 2.92314 1.90022 -0.74
N -2.25815 3.45178 1.53290 1.46
C -1.57374 4.13435 2.63139 -1.27
C -1.11789 3.23223 3.74985 0.55
C -1.20542 3.61903 5.08011 -1.14
C -0.70788 2.76774 6.05531 -0.59
C -0.15085 1.55836 5.67422 -1.22
C -0.10699 1.24779 4.32098 -0.68
N -0.57309 2.07283 3.38630 0.95
C -2.37254 4.38934 0.41771 -1.32
C -2.67476 3.76212 -0.91763 0.32
C -3.45030 4.42993 -1.85508 -1.06
C -3.51901 3.92731 -3.14596 -0.63
C -2.81333 2.77959 -3.45632 -1.29
C -2.10304 2.14901 -2.44547 -0.60
N -2.05006 2.61866 -1.20092 1.64
C -3.49388 1.66477 2.73228 0.19
C -4.06531 1.58575 3.99270 -0.99
C -3.94755 0.40592 4.71171 -0.59
C -3.27161 -0.65874 4.14448 -1.19
C -2.73621 -0.49476 2.87532 0.35
N -2.84383 0.63586 2.18326 0.50
H -4.08905 2.67174 0.97309 0.50
H -4.17209 3.67935 2.42775 0.24
H -2.19742 4.94645 3.04177 0.28
H -0.66967 4.57259 2.19629 0.43
H -1.65657 4.56829 5.34035 0.48
H -0.75938 3.04624 7.10095 0.39
H 0.24820 0.86426 6.40138 0.55
H 0.31624 0.32291 3.93701 0.70
H -1.38716 4.85167 0.30278 0.47
H -3.10779 5.18257 0.63314 0.30
H -3.96499 5.34240 -1.58130 0.49
H -4.10730 4.43603 -3.89988 0.40
H -2.81795 2.35865 -4.45196 0.54
H -1.54587 1.23592 -2.61952 0.31
H -4.57137 2.44715 4.40900 0.45
H -4.36933 0.32605 5.70578 0.40
H -3.14112 -1.59510 4.66892 0.51
H -2.18060 -1.30007 2.40852 0.11
C -0.77767 -5.08354 1.66208 -1.87
C -0.13824 -4.49838 0.40195 1.69
C 0.24260 -5.60173 -0.56372 -1.93
O -1.05179 -3.57902 -0.19755 -0.44
C -0.59767 -2.22842 0.01207 1.22
C 0.52035 -2.45652 1.06323 -0.70
O 1.01257 -3.74798 0.69786 -0.37
C 1.55981 -1.39001 1.49147 1.81
O 0.83762 -0.29289 1.88212 -0.61
C 2.35112 -1.91496 2.72935 0.25
C 2.75416 -3.23208 2.94550 -0.38
C 3.47058 -3.58204 4.08484 -1.09
C 3.81917 -2.62410 5.02439 -0.65
C 3.44449 -1.30479 4.80752 -1.10
C 2.71829 -0.96141 3.67721 -0.39
C 2.64177 -1.08540 0.44054 -0.21
C 3.41019 -2.09572 -0.13315 0.08
C 4.44020 -1.79412 -1.01224 -0.76
C 4.72111 -0.47464 -1.33753 -0.79
C 3.96581 0.53933 -0.76319 -0.60
C 2.94259 0.23332 0.12331 -0.12
C -0.47497 -1.46651 -1.35000 2.07
O -0.04723 -0.17463 -1.14829 1.40
C 0.44985 -2.19120 -2.33666 0.38
C 0.13111 -3.41634 -2.92281 -0.10
C 0.96622 -3.99669 -3.86621 -1.05
C 2.14202 -3.35953 -4.24450 -1.08
C 2.47010 -2.14407 -3.66413 -0.54
C 1.63000 -1.56773 -2.71932 -0.31
C -1.91663 -1.41252 -1.97145 -0.67
C -3.01217 -1.04994 -1.18237 0.00
C -4.27768 -0.86511 -1.71268 -0.90
C -4.49367 -1.01643 -3.07578 -0.68
C -3.41916 -1.34889 -3.88333 -0.95
C -2.15516 -1.55126 -3.33770 0.11
H -1.67560 -5.63727 1.38484 0.48
H -1.06393 -4.30015 2.36213 0.26
H -0.07881 -5.75987 2.15643 0.33
H -0.65879 -6.05783 -0.97532 0.38
H 0.81515 -6.36784 -0.03861 0.45
H 0.84423 -5.19553 -1.37175 0.34
H -1.38233 -1.69556 0.54690 -1.36
H -0.03778 -2.57014 2.00465 0.47
H 2.50284 -3.99934 2.22929 0.30
H 3.76136 -4.61608 4.23219 0.42
H 4.38168 -2.89962 5.90858 0.38
H 3.72354 -0.53600 5.51951 0.42
H 2.42934 0.06448 3.49193 0.45
H 3.19462 -3.13119 0.09376 0.17
H 5.01309 -2.59869 -1.45908 0.41
H 5.51725 -0.23624 -2.03317 0.40
H 4.16558 1.57595 -1.00815 0.47
H 2.37556 1.03342 0.57977 0.67
H -0.79080 -3.90997 -2.64437 0.68
H 0.69550 -4.94790 -4.31100 0.40
H 2.79352 -3.80782 -4.98543 0.40
H 3.38933 -1.63789 -3.93596 0.55
H 1.88359 -0.62641 -2.25126 -0.61
H -2.89567 -0.88030 -0.12260 0.17
H -5.09567 -0.58480 -1.05773 0.43
H -5.47868 -0.86368 -3.49983 0.39
H -3.55802 -1.45796 -4.95301 0.39
H -1.33917 -1.80554 -3.99983 0.38
F 4.86023 1.78051 -5.93944 -0.27
C 3.60976 2.28548 -6.07220 0.97
F 3.74294 3.38055 -6.85660 -0.29
F 2.91564 1.38151 -6.78735 -0.28
C 2.97459 2.59943 -4.75829 0.08
C 2.09889 1.69950 -4.16373 -0.64
C 1.55289 1.97657 -2.92238 0.85
C 1.87918 3.16087 -2.24840 -0.10
C 2.76351 4.05760 -2.86252 -0.62
C 3.30748 3.77969 -4.10271 -1.05
C 1.32207 3.43475 -0.95729 1.57
C 0.82529 3.67497 0.14389 -2.51
H 1.84429 0.77259 -4.66239 0.65
H 0.88806 1.25974 -2.44774 -0.04
H 3.02153 4.97337 -2.34696 0.50
H 3.99040 4.48116 -4.56546 0.42
```

DFT total energy (eV): -84100.47296
Charge: -1

Entry 2:
# C36H31BrN5O6Re

C36H31BrN5O6Re as an isolated structure (wB97M-V/def2-TZVPD, the OMol25 dataset).

```
80
Properties=species:S:1:pos:R:3:mulliken_charge:R:1
Re 0.99561 0.50091 0.49436 0.07
C -0.55949 -0.79545 3.66859 -1.31
C -0.34618 -2.05518 2.87328 1.62
C -1.17348 -3.15669 3.05452 -0.97
C -0.95299 -4.33292 2.35286 -1.08
C 0.10448 -4.42516 1.46340 -0.79
C 0.94773 -3.34049 1.24375 1.41
C 2.09410 -3.44505 0.27851 -1.79
C 0.69118 -2.16711 1.94573 -0.63
N 1.51660 -1.01743 1.66384 0.86
C 2.77430 -1.00335 2.27766 -0.21
O 3.14108 -1.73315 3.15889 -0.58
C 3.67715 0.02020 1.64274 0.60
C 5.02554 0.17209 1.87119 -0.79
C 5.73081 1.05633 1.05483 -0.43
C 5.08935 1.71673 0.01460 -0.82
C 3.73163 1.51639 -0.14273 0.45
N 3.06344 0.72574 0.69168 0.25
C 2.87541 2.03174 -1.26360 0.17
O 3.32124 2.72814 -2.14519 -0.63
N 1.58798 1.55829 -1.15483 0.87
C 0.65033 1.96302 -2.15888 -0.47
C 0.12976 0.98070 -3.00942 1.16
C 0.66183 -0.42653 -2.99462 -1.01
C -0.84995 1.35480 -3.92036 -1.29
C -1.27605 2.67180 -4.00465 -0.93
C -0.71359 3.63604 -3.18597 -0.72
C 0.25825 3.30289 -2.24699 1.52
C 0.86208 4.38145 -1.39130 -1.96
H -1.19422 -0.99795 4.52960 0.51
H -1.06150 -0.02537 3.07515 0.05
H 0.38319 -0.39081 4.03656 0.23
H -1.98489 -3.09522 3.76888 0.45
H -1.59998 -5.18539 2.51217 0.48
H 0.28322 -5.34607 0.92244 0.54
H 1.94226 -4.27445 -0.40736 0.46
H 3.03269 -3.61097 0.81365 0.41
H 2.21202 -2.53744 -0.31943 0.16
H 5.50148 -0.41064 2.64713 0.61
H 6.79227 1.19668 1.20771 0.48
H 5.61052 2.35949 -0.68048 0.59
H 0.53656 -0.91552 -2.02763 -0.08
H 1.72728 -0.43281 -3.23246 0.32
H 0.14889 -1.03597 -3.73592 0.48
H -1.26475 0.60811 -4.58523 0.46
H -2.03396 2.94848 -4.72510 0.45
H -1.02426 4.67016 -3.27469 0.50
H 0.13471 5.17031 -1.19808 0.52
H 1.71866 4.82692 -1.89897 0.43
H 1.22056 4.00337 -0.43322 0.15
C -3.40361 3.67321 -0.32206 -1.42
C -2.18948 3.47974 0.53351 0.23
C -1.90291 4.25712 1.64303 -0.77
C -0.76763 4.00546 2.40274 -0.87
C 0.05465 2.97211 2.02667 0.08
Br 1.60770 2.60132 3.01899 -0.02
N -0.19737 2.20432 0.95374 0.88
C -1.29988 2.46135 0.23050 -0.26
H -4.02079 4.48893 0.04804 0.44
H -4.00347 2.76258 -0.33354 0.28
H -3.11348 3.89301 -1.35014 0.25
H -2.56659 5.06325 1.92856 0.48
H -0.52302 4.59798 3.27117 0.54
H -1.47209 1.82356 -0.62190 0.57
O -2.62439 0.12066 0.95256 -0.66
C -1.94985 -0.64872 0.31014 0.02
O -0.64679 -0.46242 0.09454 0.72
C -2.47023 -1.91291 -0.27702 0.40
C -3.82881 -2.19889 -0.16438 -1.04
C -4.33382 -3.39038 -0.65876 -0.75
C -3.48611 -4.31033 -1.25996 -0.57
C -2.14212 -4.00209 -1.35583 -0.87
C -1.61318 -2.81976 -0.88224 0.43
N -1.22264 -4.97919 -1.96678 1.14
O -0.05663 -4.65519 -2.06966 -0.59
O -1.70260 -5.99038 -2.41982 -0.65
H -4.47369 -1.48116 0.32361 0.54
H -5.38772 -3.61144 -0.57030 0.44
H -3.84758 -5.25210 -1.64685 0.56
H -0.55478 -2.63333 -0.96520 0.70
```

DFT total energy (eV): -129738.03223
Multiplicity: 4
Charge: +1

Entry 3:
# C37H64BCaFN9Si4Te

C37H64BCaFN9Si4Te as an isolated structure in a non-equilibrium geometry (wB97M-V/def2-TZVPD, the OMol25 dataset).

```
118
Properties=species:S:1:pos:R:3:mulliken_charge:R:1
Ca 1.09239 0.22793 1.29847 1.20
C 2.96883 -1.20211 5.12135 -2.39
C 2.53965 -0.92674 3.71252 0.65
N 2.40758 0.22782 3.20021 1.38
C 2.69702 1.43246 3.96606 -1.29
C 2.54078 2.73527 3.12725 -1.36
N 1.99955 2.54003 1.77686 0.36
C 2.66754 3.30187 0.72417 -1.18
C 2.02112 2.97276 -0.61318 -0.74
N 1.99092 1.53094 -0.78832 0.74
C 1.27635 1.11978 -1.98792 0.22
C 1.29846 -0.39921 -2.12963 -0.83
N 1.05573 -1.04273 -0.83139 2.40
C 1.33674 -2.29728 -0.69977 -0.29
C 1.16317 -3.30671 -1.79231 -1.58
C 1.71620 -2.75414 0.64152 -0.56
C 1.93587 -4.09760 0.97222 -0.88
C 2.31048 -4.41648 2.25791 -1.36
C 2.48853 -3.41473 3.20931 -0.71
C 2.30098 -2.10889 2.80847 0.16
N 1.93002 -1.81062 1.56256 1.62
H 3.05142 -0.29074 5.70224 0.50
H 3.93534 -1.71253 5.12473 0.44
H 2.23579 -1.85157 5.60409 0.45
H 3.72399 1.38670 4.33370 0.52
H 2.03452 1.48136 4.83081 0.62
H 3.52508 3.19375 3.03022 0.40
H 1.91664 3.43156 3.69243 0.25
H 1.00764 2.77198 1.78100 -0.13
H 3.71965 3.00235 0.70145 0.49
H 2.62551 4.38505 0.89625 0.48
H 2.57172 3.48764 -1.41283 0.49
H 0.99095 3.35271 -0.63564 0.18
H 2.96368 1.15353 -0.81301 -0.47
H 1.69895 1.55354 -2.90736 0.49
H 0.24212 1.46208 -1.90420 -0.84
H 2.28866 -0.71900 -2.46216 0.81
H 0.58065 -0.67461 -2.90129 -1.07
H 0.83384 -2.82399 -2.70738 -0.26
H 0.39741 -4.03873 -1.51111 0.50
H 2.08798 -3.85096 -2.00667 0.37
H 1.81075 -4.87023 0.22686 0.56
H 2.46949 -5.45160 2.53313 0.42
H 2.78768 -3.66274 4.21672 0.57
B -0.89260 0.27724 4.66329 -0.05
N -1.28229 1.43640 3.69709 -0.69
C -2.14252 2.42944 3.97516 -0.28
C -2.20786 3.27666 2.88459 -1.57
C -1.33148 2.69811 1.96275 -0.01
N -0.77448 1.59158 2.45850 1.14
N -1.08788 -1.09226 3.95257 -0.30
C -1.60480 -2.19423 4.51961 -0.26
C -1.59274 -3.21243 3.58482 -1.54
C -1.04219 -2.61380 2.44699 -0.45
N -0.73097 -1.33828 2.67452 0.93
H -1.66099 0.31847 5.59871 -0.21
H 0.26238 0.40323 5.03537 -0.17
H -2.66413 2.45683 4.91733 0.44
H -2.80468 4.16617 2.77484 0.44
H -1.11367 3.01167 0.95134 0.21
H -1.95829 -2.17746 5.53767 0.43
H -1.95274 -4.22062 3.70518 0.43
H -0.87343 -3.04766 1.47378 0.66
F 8.01231 1.90948 3.22006 -0.40
C 7.21154 1.39724 2.22370 0.24
C 6.15980 0.56733 2.54941 -0.15
C 5.34358 0.06395 1.54779 0.33
C 5.52859 0.37714 0.16545 0.95
C 4.63593 -0.05721 -0.83138 -2.09
C 6.67028 1.19681 -0.10133 -0.88
C 7.48234 1.69765 0.90299 -0.54
H 5.99468 0.30858 3.59163 0.44
H 4.53430 -0.60630 1.80478 -0.05
H 3.89727 -0.81946 -0.59221 0.22
H 4.86714 0.09702 -1.88223 0.13
H 6.90319 1.43033 -1.13456 0.32
H 8.34047 2.31572 0.66418 0.41
C -1.45657 2.27104 -4.55182 -0.92
Si -2.86246 2.01199 -3.32499 0.57
C -2.63991 3.25565 -1.93667 -0.38
C -4.44974 2.45086 -4.24199 -1.12
Si -2.92338 -0.14851 -2.44460 0.12
Te -1.54879 -0.45841 -0.41741 -0.68
Si -2.61928 -1.66966 -4.18884 0.84
C -0.97893 -1.52384 -5.10626 -1.03
C -2.76216 -3.43016 -3.54278 -1.12
C -3.94245 -1.44447 -5.51414 -1.12
Si -5.08255 -0.47577 -1.59751 0.53
C -5.15110 -2.10540 -0.66663 -0.87
C -6.51663 -0.50221 -2.82544 -1.16
C -5.43120 0.91033 -0.37603 -0.87
H -1.38212 3.32387 -4.84157 0.41
H -1.62251 1.68341 -5.46030 0.29
H -0.49409 1.96550 -4.13090 0.09
H -2.52013 4.27395 -2.32042 0.46
H -1.75815 3.00209 -1.34034 -0.49
H -3.49932 3.23888 -1.25946 0.26
H -4.38870 3.45625 -4.67056 0.38
H -5.31339 2.41929 -3.57129 0.22
H -4.64049 1.74502 -5.05685 0.27
H -0.13497 -1.86245 -4.50139 0.19
H -0.77894 -0.48838 -5.39467 0.22
H -1.00074 -2.13035 -6.01728 0.45
H -2.21476 -3.54196 -2.60137 0.21
H -2.36810 -4.15740 -4.25981 0.38
H -3.80876 -3.68059 -3.34434 0.29
H -3.81249 -0.49523 -6.04422 0.24
H -4.94759 -1.44612 -5.08573 0.19
H -3.88383 -2.25251 -6.25043 0.39
H -4.99609 -2.95383 -1.34039 0.21
H -6.11766 -2.23597 -0.16933 0.38
H -4.36309 -2.13626 0.09069 0.09
H -6.45837 -1.36978 -3.48867 0.29
H -6.53791 0.39371 -3.45211 0.30
H -7.46423 -0.55934 -2.28080 0.36
H -4.57311 1.04436 0.28987 0.11
H -6.30983 0.68760 0.23765 0.41
H -5.60889 1.86025 -0.89168 0.22
```

DFT total energy (eV): -113462.49086
Charge: -1

Entry 4:
# C4H12

A 2-piece molecular cluster, C4H12 overall (wB97M-V/def2-TZVPD, the OMol25 dataset).

```
16
Properties=species:S:1:pos:R:3:mulliken_charge:R:1
C 0.40608 1.83843 -0.46465 -0.72
C 0.07556 2.72801 -1.67580 -0.87
H 1.30073 1.24769 -0.66686 0.28
H 0.53901 2.40355 0.45267 0.32
H -0.36762 1.08152 -0.31425 0.18
H 0.64192 3.65509 -1.62184 0.27
H 0.35291 2.21220 -2.59744 0.27
H -0.99940 2.89002 -1.75098 0.27
C 0.24374 -1.86563 0.62730 -0.57
C -0.73126 -2.66823 1.48403 -0.94
H 0.10944 -0.79946 0.80053 0.05
H 1.27298 -2.07859 0.92143 0.30
H 0.09889 -2.07336 -0.43349 0.30
H -0.65141 -3.73606 1.30147 0.28
H -1.76811 -2.34129 1.38916 0.30
H -0.52346 -2.49390 2.54871 0.28
```

DFT total energy (eV): -4342.40418

Entry 5:
# C4HF6NO2S

A 2-piece molecular cluster, C4HF6NO2S overall in a non-equilibrium geometry (wB97M-V/def2-TZVPD, the OMol25 dataset).

```
15
Properties=species:S:1:pos:R:3:mulliken_charge:R:1
C -0.65605 0.35995 0.18713 0.11
C -0.38196 2.03257 -1.72793 0.16
C -2.08155 -1.69902 -0.53463 0.51
C -0.63425 0.98495 -2.80023 0.98
N 0.32253 0.29225 0.81570 -0.25
O 0.47055 2.84663 -1.82892 -0.40
O -1.24442 2.93846 0.56191 -0.55
F -1.59864 -2.09183 -1.71358 -0.21
F -3.37483 -1.33466 -0.67720 -0.22
F -1.93844 -2.68970 0.38177 -0.21
F -1.85691 0.39001 -2.65828 -0.22
F 0.38314 0.12565 -2.86602 -0.23
F -0.64563 1.54113 -3.99668 -0.26
S -1.69353 1.92395 -0.38940 0.50
H 0.93389 0.02960 1.55883 0.28
```

DFT total energy (eV): -36883.71131

Entry 6:
# C9H9N3O2S

One molecule with the formula C9H9N3O2S in a non-equilibrium geometry (wB97M-V/def2-TZVPD, the OMol25 dataset).

```
24
Properties=species:S:1:pos:R:3:mulliken_charge:R:1
C 3.14610 0.48069 -0.04223 -0.48
C 2.73352 -0.77169 0.38308 -0.64
C 2.19506 1.42882 -0.37621 -0.60
C 1.38887 -1.08333 0.44180 -0.53
C 0.84659 1.11964 -0.34642 -0.37
C 0.43248 -0.15242 0.03383 0.88
C -1.36627 -1.81075 -0.23836 0.00
C -2.12615 0.40498 0.12537 0.28
C -3.75186 -0.15959 0.00475 0.01
N -2.57297 -2.23852 -0.31402 -0.82
N -0.90306 -0.54823 -0.04381 0.01
N -3.69935 -1.46679 -0.20000 0.21
O -1.97148 0.90885 1.40969 -0.51
O -2.03385 1.38019 -0.85479 -0.46
S -4.97727 0.89524 0.07784 -0.34
H 4.19887 0.71059 -0.10298 0.38
H 3.46977 -1.50487 0.67997 0.37
H 2.50730 2.41648 -0.68120 0.36
H 1.07853 -2.04772 0.81235 0.38
H 0.11762 1.85243 -0.64514 0.40
H -0.63098 -2.59192 -0.37698 0.48
H -4.53929 -2.02066 -0.33338 0.24
H -2.89939 1.81403 -0.94244 0.34
H -2.67087 1.55101 1.59376 0.40
```

DFT total energy (eV): -28877.99636

Entry 7:
# CH6BNO

One molecule with the formula CH6BNO in a non-equilibrium geometry (wB97M-V/def2-TZVPD, the OMol25 dataset).

```
10
Properties=species:S:1:pos:R:3:mulliken_charge:R:1
B -0.19898 -0.03957 0.26025 0.30
C -0.44461 0.08652 -1.34023 -0.67
N 0.89666 -0.20691 1.08664 -0.33
O -1.56532 -0.12742 1.23396 -0.68
H -1.25444 -0.62930 -1.66873 0.24
H 0.54399 -0.20109 -1.70260 0.23
H -0.80744 1.14941 -1.34015 0.22
H 1.75537 -0.60391 0.89921 0.21
H 0.85965 -0.23356 2.07590 0.21
H -1.52980 -0.40208 2.14674 0.26
```

DFT total energy (eV): -5349.37206

Entry 8:
# C2H11K4O6

C2H11K4O6 as an isolated structure in a non-equilibrium geometry (wB97M-V/def2-TZVPD, the OMol25 dataset).

```
23
Properties=species:S:1:pos:R:3:mulliken_charge:R:1
K -0.13346 -1.83653 3.56638 0.97
K 3.76249 -1.29395 -0.65729 0.95
K -0.31857 -4.83923 -0.01300 0.99
K -2.99101 -2.30632 -1.52945 0.97
C -0.48633 0.12626 0.50264 -0.24
C 0.12099 -0.81732 -0.53424 0.39
O -0.34911 -2.00477 -0.59391 -0.70
O 1.01539 -0.35135 -1.26504 -0.70
H -1.55449 -0.04206 0.67237 0.28
H -0.51463 1.17597 0.21517 0.33
H 0.10283 -0.03933 1.40631 -0.41
O 0.97457 0.62234 4.16272 -0.59
H 1.49157 0.89601 3.39489 0.30
H 0.85220 1.43693 4.67153 0.32
O -4.29935 1.26977 0.05767 -0.55
H -4.42157 0.32993 0.23191 0.25
H -3.79686 1.32396 -0.76492 0.32
O 3.18405 1.50095 -0.67299 -0.60
H 3.05971 2.43776 -0.47772 0.30
H 2.36316 1.21359 -1.09978 0.37
O 0.69779 0.15696 -4.06027 -0.62
H 1.02849 0.05108 -3.15561 0.36
H 0.21213 0.98933 -4.05737 0.32
```

DFT total energy (eV): -79816.80854
Charge: +3

> DFT total energy of number 8 (C2H11K4O6)?

-79816.80854 eV

> What is the DFT total energy in the fourth record?

-4342.40418 eV